Below is a 5-piece molecular cluster, C33H47N6O6PS overall at a distorted geometry, with properties calculated with ωB97M-V with the def2-TZVPD basis set.

The geometry in XYZ format:
```
94
Properties=species:S:1:pos:R:3:forces:R:3:lowdin_charge:R:1
H 0.645 2.016 5.022 -0.1 0.1 -0.3 0.08
H -1.323 0.544 1.741 -3.1 -2.1 -0.4 0.14
C 3.198 0.559 1.088 0.5 0.6 -0.2 -0.14
H -2.630 3.217 -2.492 -0.8 -2.3 1.2 0.12
C -3.536 2.815 -0.441 0.8 0.3 0.8 -0.19
H -3.437 0.890 3.547 -1.0 -1.6 -2.0 0.10
H 3.901 -3.428 -0.590 -2.4 1.2 0.1 0.01
H -1.063 2.166 5.430 0.0 0.1 -0.3 0.08
H -3.863 0.011 -0.278 2.2 -1.0 0.1 0.08
H 7.804 -1.947 3.792 -0.3 0.1 0.0 0.08
C -6.235 -1.826 -0.753 0.5 0.2 -1.6 -0.48
C 1.175 -0.508 -1.759 -2.4 3.3 -1.9 -0.24
C 3.797 -7.385 0.111 -0.1 -0.2 0.0 -0.07
C -4.606 -3.691 1.137 5.9 -2.5 0.0 -0.45
C -0.618 2.493 3.367 -0.2 0.6 -1.0 -0.28
C -0.369 1.823 4.655 0.1 -0.1 0.2 -0.07
C -2.765 -4.524 2.571 -3.2 1.3 -7.9 -0.01
C 2.812 -2.954 -0.544 -0.6 -1.6 0.0 -0.35
H 3.102 2.110 2.897 0.2 -2.4 -0.6 0.09
C 5.809 -1.204 3.956 -1.1 -0.3 0.5 -0.26
H 3.993 -7.995 -0.777 0.1 0.3 0.1 0.08
C -2.840 -0.526 -0.096 2.2 0.5 1.7 -0.06
H -5.860 2.905 -2.204 -0.6 -1.3 2.1 0.12
C 4.782 6.538 -2.230 -0.1 0.0 0.2 -0.08
H -2.872 -1.694 -0.156 0.0 2.3 0.1 0.10
H 4.283 7.511 -2.162 0.1 -0.2 -0.2 0.08
C 3.726 1.770 0.094 1.4 6.3 1.5 -0.22
C -0.278 1.679 -2.641 0.1 3.6 -3.1 -0.12
N 5.700 6.083 -4.658 -0.7 0.3 1.8 0.11
N 4.704 -1.309 4.303 1.9 0.0 -0.5 0.13
S -6.259 -2.882 0.794 1.3 -0.7 0.7 0.85
C 1.123 0.778 -2.549 -0.3 -2.4 1.3 -0.09
H -0.483 0.737 4.575 0.0 0.2 -0.2 0.08
H -8.050 -0.410 -0.855 2.5 0.2 1.0 0.12
C -1.656 1.285 -1.778 1.2 -2.7 1.3 -0.03
H 3.941 -0.345 0.940 -1.9 1.7 0.0 0.11
C -2.368 -0.132 1.578 -3.4 -0.6 1.6 -0.12
H 2.024 -3.795 -0.855 1.7 1.8 0.7 0.06
H -5.231 0.190 -2.028 -1.7 1.3 0.6 0.09
C -6.240 0.686 -1.706 -0.7 -0.3 -0.2 -0.22
H 4.054 5.779 -1.923 0.2 0.0 -0.2 0.07
C 2.446 1.394 -3.365 -0.3 0.0 0.6 -0.11
N 5.180 -5.141 0.076 -0.9 -1.8 0.1 0.12
N -0.814 3.022 2.350 0.3 -0.9 1.6 0.14
H -3.376 3.992 -0.407 -0.4 -2.6 -0.2 0.13
H 5.586 6.534 -1.486 0.0 -0.1 -0.3 0.08
H 4.216 0.510 3.128 -2.4 1.5 -0.9 0.04
H -5.119 -1.802 -1.131 -2.3 0.1 0.8 0.08
C -6.136 2.256 -1.242 -0.1 -0.2 -0.3 -0.21
H 2.088 0.320 0.806 2.3 0.3 0.1 0.11
H -2.804 2.388 0.399 -1.7 1.0 -1.7 0.10
O -2.794 -1.175 2.662 0.8 4.7 -2.3 -0.24
C 7.208 -1.070 3.517 0.2 0.0 -0.1 -0.07
C -3.708 0.191 2.632 3.8 -3.5 -0.5 -0.01
H 2.573 -2.659 0.565 0.5 -0.3 -2.2 0.05
O 3.896 3.035 0.561 -1.3 -8.1 -2.9 -0.05
O -0.265 2.743 -3.487 -0.2 -6.4 5.3 -0.06
H 3.926 -2.798 -3.736 -2.1 1.3 0.6 0.06
H 7.282 -0.958 2.430 -0.2 0.0 0.2 0.08
C 4.570 -6.131 0.092 0.7 1.1 0.0 -0.25
H -5.141 1.590 0.697 0.2 1.7 -1.3 0.08
C -0.219 -0.942 -1.001 -0.5 -4.4 2.2 -0.16
N -3.516 -4.234 0.240 -2.5 1.5 6.0 -0.01
C -6.897 -0.319 -0.560 -0.6 -0.2 -0.9 -0.23
H 2.076 -3.173 -3.482 1.6 1.8 -0.5 0.05
P 2.818 -1.479 -1.759 0.3 -0.1 -0.2 0.89
C 2.876 -2.300 -3.525 -1.0 -1.2 -0.1 -0.31
H 2.358 2.780 -1.539 1.8 -0.7 -1.7 0.14
C 3.210 0.959 2.683 0.4 -0.7 0.0 -0.13
H 2.718 -7.194 0.141 0.2 0.2 0.0 0.08
H -6.882 -2.387 -1.578 1.5 1.1 1.9 0.10
O -4.115 -3.914 2.523 0.5 0.0 -1.5 -0.17
C -1.588 0.019 -1.001 -0.1 2.3 -1.7 -0.06
H -4.699 -0.411 2.484 1.5 2.3 0.0 0.10
C 5.295 6.284 -3.586 0.5 -0.2 -1.2 -0.28
H 7.692 -0.197 3.966 -0.3 -0.1 0.0 0.08
H -6.826 0.096 0.531 0.1 -0.9 -2.1 0.10
H -6.955 0.653 -2.654 1.6 0.0 1.9 0.12
N -2.485 -4.682 1.095 -1.4 0.7 4.1 -0.04
O -0.298 -2.149 -0.375 0.5 7.5 -3.8 -0.06
H 2.329 0.347 3.199 1.9 1.4 -1.1 0.08
H 4.041 -7.997 0.985 0.1 0.3 -0.1 0.08
H -5.462 3.444 0.596 0.9 -2.1 -1.3 0.12
C -2.998 2.268 -1.868 1.7 0.3 -1.2 -0.14
H 2.583 -1.527 -4.362 0.7 -1.6 1.7 0.04
H -7.224 2.587 -0.892 2.3 -0.7 -0.7 0.12
H 3.145 0.550 -3.790 -1.4 1.6 1.2 0.09
H -3.757 1.708 -2.552 1.2 1.0 1.5 0.10
H 3.750 3.266 -2.726 -0.6 -2.0 0.9 0.13
C -5.072 2.506 -0.031 -0.8 0.4 0.5 -0.21
O 4.101 1.554 -1.334 -2.1 0.6 2.4 -0.15
H 2.119 2.039 -4.313 0.5 -1.3 2.4 0.13
H -2.148 -4.771 3.533 -1.7 0.7 -2.2 0.14
C 3.225 2.344 -2.231 -2.0 0.8 0.0 -0.16
```
Positions in Å, forces in eV/Å.

## Properties
Highest occupied orbital energy ... -7.883 eV
Energy ... -76309.00729 eV
LUMO level ... -1.5514 eV
Maximum force ... 8.668 eV/Å

Below is a 9-piece molecular cluster, C39H43Cl4N7 overall at a distorted geometry, with properties calculated with ωB97M-V with the def2-TZVPD basis set.

The geometry in XYZ format:
```
93
Properties=species:S:1:pos:R:3:forces:R:3:lowdin_charge:R:1
C -22.979 -6.375 -20.631 1.9 -0.4 -1.9 -0.08
C -15.057 6.277 -24.438 1.1 -0.5 -0.4 -0.17
H -25.000 -1.581 -29.752 -0.3 -0.6 0.8 0.09
H -9.840 0.297 -23.394 0.1 0.3 -0.2 0.10
H -13.794 8.671 -26.144 0.6 0.4 0.2 0.10
H -11.518 0.498 -19.582 0.1 0.3 -0.1 0.10
H -11.895 5.129 -24.790 0.1 -0.1 0.0 0.10
C -9.655 -0.617 -19.729 -1.5 -0.6 0.9 -0.10
C -13.954 5.411 -24.273 0.1 1.0 -0.5 -0.06
C -13.821 -9.893 -22.397 -0.2 -0.6 0.3 -0.64
C -21.551 -5.975 -22.585 -1.1 2.5 1.7 -0.12
C -10.688 0.177 -20.194 1.3 0.4 -3.2 -0.10
H -15.632 4.519 -29.515 0.4 0.1 0.3 0.09
C -14.004 -10.761 -23.631 0.1 0.2 0.4 -0.67
H -11.607 7.359 -25.696 -0.1 0.2 -0.5 0.11
N -21.208 -1.480 -29.233 -0.6 -0.7 -0.1 0.04
C -23.944 -1.676 -29.547 1.3 0.9 -0.6 -0.07
H -15.995 5.907 -24.053 -0.4 0.5 0.0 0.10
Cl -13.771 -10.933 -20.930 -0.1 0.1 0.0 0.51
C -12.752 5.781 -24.872 -0.2 -0.9 1.4 -0.08
C -15.358 2.599 -30.430 0.0 1.1 2.6 -0.12
C -14.963 1.968 -31.525 1.2 -0.6 -3.4 -0.11
H -9.352 0.795 -29.706 -0.2 -0.4 -0.1 0.10
H -15.855 -5.933 -19.385 -0.2 0.0 0.0 0.10
C -22.771 -5.024 -20.375 -1.9 -0.1 1.0 -0.11
C -15.438 -5.996 -17.215 2.7 1.7 -1.6 -0.05
H -13.290 -11.585 -23.616 0.1 0.3 -0.3 0.06
H -23.343 -4.646 -19.540 0.1 0.5 0.2 0.10
C -8.789 -0.825 -21.958 1.2 -1.4 0.8 -0.09
C -14.665 4.679 -31.475 0.3 -1.4 2.5 -0.14
H -13.918 -10.127 -24.514 0.1 -0.2 -0.1 0.07
C -8.989 0.893 -33.119 -0.3 0.9 0.3 -0.14
H -21.201 -1.131 -31.329 0.8 0.6 0.3 0.10
H -14.482 5.741 -31.401 -0.2 0.2 -0.2 0.10
N -21.350 -4.632 -22.261 -2.0 -1.2 0.5 0.04
C -15.156 3.975 -30.317 -0.9 0.6 -1.8 -0.04
C -22.326 -6.863 -21.773 1.2 1.1 -0.8 -0.07
H -10.281 -0.352 -31.906 0.1 -0.1 0.0 0.09
H -14.664 -9.214 -22.272 0.2 0.1 0.0 0.06
H -12.864 -9.372 -22.378 -0.2 0.1 -0.4 0.07
C -12.878 -5.018 -18.092 -0.8 -0.5 2.6 -0.16
C -14.391 2.708 -32.568 -0.5 0.3 0.4 -0.13
H -22.293 -7.911 -22.034 -0.5 -0.1 -0.1 0.09
H -8.095 -1.926 -20.290 0.1 -0.1 0.2 0.11
N -14.207 4.046 -32.542 -0.4 -1.2 -0.6 0.05
H -6.974 3.263 -32.252 -0.1 0.4 0.1 0.10
C -9.065 1.043 -30.717 0.8 0.3 -1.6 -0.05
H -21.337 -2.274 -27.327 -0.4 0.2 0.3 0.10
C -23.328 -2.097 -28.346 -0.3 0.7 0.0 -0.08
C -13.871 -5.345 -18.969 -0.8 0.0 -1.5 -0.12
Cl -15.193 -4.652 -25.092 -0.8 0.6 0.0 0.46
C -14.963 -2.002 -24.723 -1.7 0.9 1.2 -0.74
H -16.377 -6.358 -16.823 0.0 0.0 -0.1 0.09
H -11.929 -4.686 -18.486 0.3 0.1 0.5 0.10
C -21.942 -1.952 -28.162 -0.1 1.0 -3.9 -0.12
N -13.098 -5.117 -16.748 -2.2 -1.0 -0.6 0.05
H -7.540 2.481 -30.072 -0.5 0.1 0.5 0.10
H -9.357 0.566 -34.080 0.0 -0.5 0.0 0.10
H -13.675 -5.296 -20.029 0.1 0.2 -0.2 0.10
H -8.055 -1.207 -22.652 0.0 -0.2 0.0 0.11
H -22.045 -3.103 -20.963 0.3 0.1 -0.1 0.10
H -23.536 -7.112 -20.072 -0.2 0.5 0.5 0.10
C -9.518 0.412 -31.916 0.6 1.2 0.9 -0.06
H -15.460 -1.060 -24.493 -0.1 0.0 0.4 0.06
Cl -15.612 -11.530 -23.669 -0.1 0.1 0.0 0.53
Cl -14.066 -1.556 -26.145 0.7 -0.4 -0.7 0.57
C -12.607 7.031 -25.450 1.5 -1.3 0.5 -0.10
H -14.177 2.142 -33.463 0.5 0.4 -0.3 0.10
H -15.699 1.930 -29.653 -0.5 0.6 0.6 0.11
C -7.753 2.524 -32.132 1.0 -0.7 0.6 -0.19
H -21.259 -6.134 -23.613 0.6 -0.9 0.2 0.09
C -9.736 0.033 -22.352 -1.8 1.4 -0.4 -0.20
C -8.114 2.060 -30.884 -0.2 -0.2 0.8 -0.09
C -13.705 7.774 -25.548 -4.2 1.3 -0.6 -0.15
C -22.069 -4.159 -21.188 1.5 -1.9 -1.2 -0.14
H -23.669 -0.931 -31.553 0.3 0.0 -0.2 0.10
H -9.631 -0.987 -18.715 -0.1 0.3 0.2 0.10
N -14.979 7.415 -25.116 1.5 -0.3 0.1 0.06
H -23.947 -2.406 -27.516 -0.1 -0.3 0.0 0.09
C -16.061 -3.017 -24.927 0.6 -1.3 -0.7 -0.57
H -14.575 -5.698 -15.308 0.6 0.0 0.2 0.09
H -16.661 -2.848 -25.821 0.5 -0.1 -0.2 0.07
C -21.801 -1.196 -30.434 0.3 -0.9 1.2 -0.16
H -15.114 0.909 -31.677 0.1 -0.1 0.1 0.10
H -14.075 4.545 -23.639 0.2 -0.3 -0.3 0.10
C -8.826 -1.207 -20.628 2.1 -0.3 -0.6 -0.09
C -14.363 -5.638 -16.365 1.0 0.8 -1.2 -0.12
N -8.135 1.933 -33.221 -1.1 -1.0 -1.5 0.05
C -15.144 -5.722 -18.600 -0.6 -1.3 1.8 -0.07
N -10.669 0.529 -21.544 -1.2 -0.2 2.3 0.05
H -16.805 -3.127 -24.138 0.6 0.2 0.4 0.07
C -23.163 -1.210 -30.639 -0.8 -0.9 2.2 -0.08
H -14.351 -2.270 -23.863 0.3 0.0 -0.4 0.07
```
Positions in Å, forces in eV/Å.

## Properties
Highest occupied orbital energy ... -9.416 eV
Energy ... -101655.95802 eV
LUMO level ... 0.1564 eV
Maximum force ... 4.437 eV/Å
ΔE to the lowest compared entry with this formula, charge and spin ... 4.2092 eV

Below is a 2-piece molecular cluster, C2H3Cl2NSi overall at a distorted geometry, with properties calculated with ωB97M-V with the def2-TZVPD basis set.

The geometry in XYZ format:
```
9
Properties=species:S:1:pos:R:3:forces:R:3:nbo_charge:R:1
H -1.585 -0.979 0.543 -1.7 -1.8 0.8 0.22
C -1.160 1.064 0.856 -0.4 0.9 0.0 0.17
Cl 2.155 0.623 -0.480 -0.6 -0.2 -0.5 -0.35
H 1.401 -0.037 1.831 -0.2 -0.2 0.2 -0.01
Cl -0.034 -0.193 -2.848 -0.1 -0.3 -0.3 -0.31
C -0.979 -0.185 0.335 3.6 0.9 -2.4 -0.53
H 0.976 -1.882 -0.452 -0.1 -0.4 -0.8 -0.15
Si 0.521 -0.588 -0.963 -0.6 1.3 2.9 1.21
N -1.296 2.176 1.178 0.1 -0.3 0.1 -0.25
```
Positions in Å, forces in eV/Å.

## Properties
Highest occupied orbital energy (spin up / spin down) ... -9.801 / -10.243 eV
Energy ... -36532.96908 eV
LUMO level (spin up / spin down) ... -0.7582 / -1.8880 eV
Maximum force ... 4.399 eV/Å
ΔE to the lowest compared entry with this formula, charge and spin ... 4.9255 eV

maximum force of number 2 (C39H43Cl4N7)?
4.437 eV/Å

Among the records above, which one has the lowest maximum force?
C2H3Cl2NSi

Among the records above, which one has the lowest maximum force?
C2H3Cl2NSi

The highest maximum force belongs to which entry?
C33H47N6O6PS